Entry 1:
114
Properties=species:S:1:pos:R:3:forces:R:3:mulliken_charge:R:1 method="wB97M-V/def2-TZVPD" homo_ev=-10.586 e_tot_ev=-101513.265 e_above_lowest_ev=0.000 homo_lumo_gap_ev=11.00
F 10.0109 18.6271 20.5162 1.0 -1.4 -0.5 -0.359
F 15.7509 16.4191 15.6397 0.6 0.2 -0.9 -0.247
F 13.1283 15.8600 12.4722 -0.1 0.8 -0.6 -0.282
O 17.3341 11.0862 15.3562 0.3 0.2 0.5 -0.223
O 18.9605 13.4979 22.6862 -0.8 0.7 -2.3 -0.332
O 13.6735 15.5148 17.8971 -0.2 0.7 -1.3 0.054
O 9.5991 13.1167 19.7801 0.9 -0.1 0.5 -0.674
O 17.5520 17.0471 18.5022 -0.5 0.5 0.4 -0.498
O 13.9529 13.9291 13.2617 -2.2 1.1 -2.3 -0.312
O 13.8052 16.6306 20.8705 -1.3 0.1 -0.1 -0.519
O 16.6017 10.3342 17.2738 -0.5 -0.9 -0.4 -0.303
O 17.3933 5.9739 12.5489 0.2 -0.7 -0.4 -0.359
O 12.7351 14.2002 15.0738 0.7 -0.2 1.6 -0.073
O 15.5085 10.6811 11.9143 0.7 0.9 -1.6 -0.164
O 17.6461 6.6782 14.6274 0.9 0.7 -0.2 -0.398
O 10.8620 12.1019 21.3920 0.4 0.7 -1.2 0.019
O 12.2357 10.3058 24.2970 -1.2 -0.8 0.4 -0.570
O 11.6141 12.2200 19.3429 0.8 -1.0 0.6 -0.104
O 11.8697 9.2258 22.3149 -0.3 0.6 1.9 -0.336
O 14.7720 12.2817 10.4541 0.0 -0.1 0.0 -0.599
O 18.8642 14.0986 20.4492 -1.1 -0.4 1.6 -0.518
O 19.3424 18.1868 19.3322 0.3 -0.5 -1.0 -0.377
O 17.1122 14.3258 21.9470 0.4 -0.7 -0.6 -0.362
O 11.9263 17.4445 19.8307 0.6 0.4 0.5 -0.323
O 11.7930 16.3740 16.9047 1.7 -0.1 0.5 -0.626
O 13.8336 17.2071 16.4322 -0.5 0.2 0.1 -0.363
O 11.7095 15.9370 21.4499 0.1 0.3 -0.6 -0.317
O 15.6352 6.8985 13.6469 0.9 -0.1 -1.0 -0.581
O 16.9457 12.0855 11.0263 0.3 0.2 0.0 -0.314
O 19.6269 16.4526 18.0557 1.3 -0.1 -0.4 -0.384
O 17.3735 12.4171 17.1364 0.6 1.5 0.9 -0.656
O 13.5610 10.6954 22.5420 -0.5 -0.6 0.5 -0.240
O 14.9351 13.6084 15.1658 0.8 -0.4 1.9 -0.141
C 11.7971 14.6482 14.1246 2.4 0.6 -2.1 -0.371
C 19.1093 15.3226 17.3343 1.0 -0.6 -0.1 -0.364
C 20.3365 13.2161 22.4585 -0.5 -1.8 2.5 -0.748
C 12.6123 16.6664 20.7636 -0.4 0.0 -0.5 0.697
C 12.7275 14.6391 12.7906 0.4 -1.5 2.9 0.127
C 18.7411 17.2152 18.6314 -0.5 0.4 0.0 0.770
C 17.1607 11.3617 16.6360 -1.2 -0.4 -0.2 0.753
C 17.4517 7.6984 15.6376 -3.0 -0.6 -0.1 -0.568
C 11.6007 12.4670 17.9185 0.0 0.3 0.8 -0.609
C 17.7993 12.2763 14.6226 0.2 -2.2 -0.5 -0.373
C 18.5536 19.2059 19.9394 -0.1 -0.3 1.2 -0.585
C 14.1763 10.2149 12.1080 -0.1 1.2 0.8 -0.719
C 15.1697 16.9245 16.7378 -0.4 -0.4 0.8 0.382
C 16.7981 6.5710 13.5736 -0.5 0.2 1.7 0.882
C 15.6531 11.7269 11.0572 0.2 -0.1 0.5 0.835
C 9.8496 12.2834 22.3783 -1.6 -0.9 -0.7 -0.714
C 16.1901 14.3446 20.8455 -0.6 0.1 1.0 0.046
C 10.3596 16.2919 21.0127 0.1 -0.8 1.2 -0.246
C 12.5088 10.0691 23.1624 1.4 0.4 -2.1 0.765
C 15.9961 10.5955 18.5415 0.9 0.9 0.4 -0.485
C 14.1984 11.6824 23.4052 -1.0 -0.2 -1.5 -0.609
C 10.6318 12.5659 20.1291 -2.1 -0.3 0.5 0.511
C 12.9938 16.3562 17.0791 -1.4 -0.4 -0.2 0.300
C 10.5410 17.4030 20.0183 -0.2 0.4 -0.3 0.387
C 15.0725 15.8908 17.8160 -0.6 1.5 2.8 -0.055
C 12.3865 8.8960 21.0333 0.6 -0.2 0.7 -0.369
C 13.9654 13.9083 14.5788 -1.4 0.1 -0.7 0.147
C 17.2464 13.3580 10.3517 -1.1 0.0 0.4 -0.565
C 18.8008 5.5186 12.7028 -2.0 2.2 0.4 -0.616
C 18.3398 13.9699 21.5448 0.9 0.2 1.2 0.676
H 19.9695 14.7582 16.9310 -0.2 0.5 0.4 0.206
H 12.3190 13.2669 17.8761 0.1 0.4 -1.0 0.130
H 15.8269 9.6336 19.0062 0.3 -0.1 0.2 0.242
H 20.7043 13.3051 23.5032 0.5 -0.4 -0.9 0.243
H 20.4597 12.1979 22.0406 0.0 0.5 0.3 0.257
H 10.0752 17.2017 19.0474 0.1 0.4 0.2 0.245
H 18.6198 14.6956 18.0489 -0.6 -0.4 0.1 0.123
H 17.7836 18.6927 20.5497 0.1 0.6 -0.4 0.255
H 11.5184 15.6932 14.3743 -0.3 -0.8 -0.2 0.204
H 11.6751 8.1671 20.6409 0.5 -0.1 0.0 0.254
H 14.4012 12.4937 22.7496 0.0 0.9 -0.5 0.071
H 13.4374 10.8219 11.5822 0.2 0.1 0.2 0.310
H 20.7760 13.9169 21.8397 0.9 1.4 -1.3 0.380
H 18.8616 4.8350 13.5038 0.3 -0.6 0.8 0.279
H 18.0965 19.9384 19.2375 0.5 -0.7 0.3 0.253
H 9.8521 15.4045 20.5905 0.4 0.4 0.2 0.111
H 16.5961 15.0063 20.1477 0.5 0.9 -1.5 0.090
H 13.4662 11.9465 24.1471 0.4 0.2 0.6 0.393
H 16.6693 11.2844 19.0862 -0.3 -0.7 0.2 0.210
H 10.5988 12.7509 17.5958 0.2 0.0 -0.1 0.408
H 15.7164 15.0421 17.7313 0.2 -0.5 -0.2 0.030
H 15.1511 11.3329 23.7047 0.7 -0.7 0.9 0.282
H 17.4269 7.1538 16.5961 0.1 0.5 -0.3 0.237
H 9.5492 13.2947 22.5897 0.2 0.7 -0.4 0.264
H 15.0374 11.1068 18.5046 -0.2 0.1 -0.7 0.216
H 16.9208 13.2759 9.3058 0.3 0.0 0.2 0.297
H 14.0442 9.2095 11.8328 0.3 -1.4 -0.6 0.317
H 18.1708 8.4845 15.6326 1.0 0.1 -0.3 0.272
H 17.0629 13.0681 14.7660 0.3 -0.1 -0.5 0.163
H 19.1072 5.1322 11.7917 0.1 -1.1 -1.8 0.284
H 19.2977 19.6611 20.6349 -0.9 0.1 -0.6 0.246
H 18.8069 12.5085 14.9578 -0.1 0.4 0.2 0.345
H 10.2483 11.8662 23.2720 0.4 -0.4 0.6 0.247
H 15.2580 16.4902 18.7581 0.0 -1.2 -0.8 0.138
H 17.8818 11.7495 13.6548 -0.3 1.3 -0.1 0.039
H 18.3667 13.5209 10.4144 -1.6 -0.1 0.2 0.214
H 14.1198 10.2760 13.1808 -0.8 0.0 0.5 0.210
H 15.2573 14.7875 21.2030 0.1 -0.5 0.1 0.027
H 16.5478 14.1358 10.8181 1.5 -0.7 -0.5 0.195
H 16.1030 13.3394 20.4457 -0.3 0.0 -0.1 0.269
H 15.6709 17.7990 17.1501 0.2 0.1 -0.8 0.389
H 13.4227 8.5611 21.1669 -0.4 -0.4 -0.3 0.301
H 11.0220 13.9061 14.0116 -0.5 0.2 0.2 0.373
H 16.4502 8.2078 15.4545 1.2 -0.8 0.4 0.301
H 9.8772 16.6296 21.9359 -0.3 0.0 -0.4 0.309
H 11.9836 11.5670 17.4242 -0.2 0.2 0.2 0.260
H 12.4168 9.7531 20.4123 -0.1 1.0 -0.7 0.044
H 19.3461 6.4276 12.8213 0.8 0.3 0.7 0.286
H 8.9100 11.7238 22.1034 1.0 0.5 0.1 0.309
H 18.5013 15.5911 16.4834 -0.4 0.4 0.1 0.338
H 12.2961 14.0701 11.9880 0.1 0.1 -0.7 0.339

***

Entry 2:
14
Properties=species:S:1:pos:R:3:forces:R:3:mulliken_charge:R:1 method="wB97M-V/def2-TZVPD" homo_ev=-9.770 e_tot_ev=-8830.929 e_above_lowest_ev=5.274 homo_lumo_gap_ev=10.69
O 2.4520 -0.2888 0.7535 -0.6 0.1 -0.1 -0.569
N -0.4865 0.4394 -0.7174 0.0 0.1 -0.2 -0.513
C -1.7511 -0.0421 -0.0250 -0.3 0.0 -0.1 -0.362
C 1.3253 -0.1286 0.3841 0.5 -0.1 0.2 -0.200
C -0.6843 -0.5572 0.9175 -0.2 -0.2 0.4 -0.330
C 0.1237 0.7506 0.6556 0.2 0.4 0.3 0.130
C 0.2087 -0.8706 -0.3213 0.2 -0.4 -0.2 0.097
H -0.7234 -1.1246 1.8521 -0.1 0.1 -0.1 0.389
H -2.3984 0.7684 0.3255 0.1 -0.1 -0.1 0.241
H 2.3901 0.8347 -1.5708 0.0 0.1 -0.2 0.030
H 0.1739 -1.7432 -0.9746 0.0 0.1 0.2 0.414
H -0.0088 1.7291 1.1180 0.0 -0.2 0.0 0.449
H 1.7010 1.0068 -1.7919 0.1 0.1 -0.1 -0.017
H -2.3222 -0.7738 -0.6053 0.1 0.1 0.0 0.242

***

Entry 3:
100
Properties=species:S:1:pos:R:3:forces:R:3:mulliken_charge:R:1 method="wB97M-V/def2-TZVPD" homo_ev=0.929 e_tot_ev=-60730.340 e_above_lowest_ev=0.546 homo_lumo_gap_ev=3.23 total_charge=-2
Tl -0.2804 0.0377 -0.6583 0.1 0.3 -0.4 0.658
N -1.0864 -0.0268 2.5500 -0.4 0.0 0.1 0.155
N 1.4768 -3.1965 -0.2274 0.1 -0.1 0.0 -0.744
N 2.7368 0.3379 -0.7917 0.1 -0.1 0.2 0.466
N 0.9403 0.4486 3.5537 0.2 0.2 0.0 0.203
N 1.3898 2.9784 -0.9202 0.0 -0.2 -0.5 0.234
N -1.8207 1.9097 -1.1728 0.2 -0.2 -0.1 -0.201
N 2.6134 -2.4893 -0.3217 0.0 0.1 -0.1 0.920
N -3.3491 -3.4603 -0.8367 0.0 -0.1 -0.1 0.104
N -2.8480 -1.6073 0.4728 0.1 0.0 0.2 0.143
N 0.3191 2.3290 -0.2195 0.0 0.1 0.4 -0.550
N -0.5768 -0.5496 4.8954 0.0 0.0 0.0 0.049
N -5.0908 -2.5398 0.3066 0.1 0.0 0.0 0.126
C -0.9359 2.9645 -0.6914 0.0 0.1 0.0 0.344
C -2.4583 -0.4829 2.6339 0.0 0.0 0.1 -1.522
C 5.6535 5.2528 -0.1351 0.0 0.0 0.0 -1.538
C -5.4989 -2.5652 1.7047 0.0 0.0 0.0 -1.107
C -3.6912 -2.4348 0.0504 -0.2 0.0 0.0 -0.048
C 3.0770 -1.9341 -1.5585 0.0 -0.2 0.0 0.059
C -5.6256 -3.6144 -0.5219 0.0 0.1 0.0 -0.737
C -4.5395 -3.8228 -1.5693 0.0 0.0 0.0 -0.627
C -0.3463 -0.0291 3.5799 0.1 -0.2 0.0 -0.043
C 3.8129 -0.1381 -2.9374 0.0 0.0 0.0 -0.326
C 3.4778 -2.8330 -2.5365 -0.1 0.0 0.0 -0.181
C -0.4382 4.0386 -1.6602 0.0 0.0 0.1 -0.973
C -1.8070 -0.2676 5.6111 0.0 0.0 0.0 -1.071
C 4.0287 -2.4238 -3.7392 0.1 0.1 0.0 0.836
C 3.2771 -2.4363 0.8480 0.0 0.0 0.0 -0.293
C 2.5460 -3.1566 1.7646 -0.1 0.0 0.0 -0.695
C 4.1935 -1.0406 -3.9018 0.0 0.0 0.0 -1.074
C 0.8986 3.9724 -1.7197 0.0 -0.1 0.1 -0.881
C 2.7387 2.8061 -0.6619 0.1 0.2 0.2 -0.106
C -2.1169 -3.3074 -1.5894 0.0 0.0 0.0 -0.681
C 4.4169 -3.4055 -4.8150 0.0 0.0 0.0 -1.495
C -3.9693 1.0789 -1.8709 0.0 0.0 0.0 -1.572
C -3.1741 -0.4608 1.2895 0.0 -0.1 0.0 -0.176
C 5.5417 2.7325 -0.3480 -0.1 0.1 0.0 -0.976
C 3.3959 1.5410 -0.6399 0.0 0.0 -0.2 -1.070
C -2.7074 2.5237 -3.4261 0.0 0.0 0.1 -1.791
C -2.9929 2.2650 -1.9169 -0.1 0.0 -0.1 1.505
C 3.1965 -0.5245 -1.7023 0.1 0.1 -0.1 -0.367
C 0.5996 -0.2464 5.7047 0.0 0.0 0.0 -0.740
C 3.5165 3.9648 -0.4877 -0.1 0.0 0.0 -0.362
C 1.6943 -0.0493 4.6727 0.0 0.0 -0.1 -0.495
C -3.7479 3.4961 -1.3615 0.0 0.0 0.0 -1.788
C 4.7921 1.5691 -0.4764 0.0 -0.1 0.1 0.118
C 4.9003 3.9632 -0.3503 0.1 0.0 0.0 0.784
C 1.6187 0.7468 2.2992 -0.1 -0.2 0.0 -0.476
C 1.4250 -3.5978 1.0340 0.0 0.0 0.0 -0.444
H -1.0413 4.7371 -2.2217 0.0 0.0 0.0 0.469
H -3.4359 0.1590 -2.1291 0.0 0.0 0.0 0.076
H -3.9411 3.3555 -0.2941 0.0 0.0 0.0 0.311
H 2.7751 -3.3216 2.8039 0.0 0.0 0.0 0.450
H 4.6258 -0.6683 -4.8284 0.0 0.0 0.0 0.283
H -4.7062 3.6317 -1.8790 0.0 0.0 0.0 0.476
H 3.9472 0.9231 -3.1095 0.0 0.0 0.0 0.442
H -4.3846 0.9591 -0.8678 0.0 0.0 0.0 0.240
H -4.2473 -0.3594 1.4789 -0.1 0.0 -0.1 0.495
H 0.4478 0.6770 6.2840 0.0 0.0 0.0 0.377
H -2.1956 -2.5059 -2.3337 0.0 0.0 0.0 0.266
H 1.8597 -0.1591 1.7300 0.0 0.0 0.1 0.153
H -4.6978 -2.9433 2.3494 0.0 0.0 0.0 0.307
H -1.6887 -0.6416 6.6305 0.0 0.0 0.0 0.388
H 2.4491 0.6767 4.9825 0.0 0.0 0.0 0.376
H 2.2022 -0.9939 4.4383 0.0 -0.1 0.0 0.136
H -2.8481 0.4360 0.7487 0.0 0.0 0.0 -0.286
H -4.6986 -3.1657 -2.4383 0.0 0.0 0.0 0.325
H -4.4864 -4.8539 -1.9237 0.0 0.0 0.0 0.385
H 5.7400 5.4977 0.9292 0.0 0.0 0.0 0.252
H -1.9842 3.3293 -3.5459 0.0 0.0 0.0 0.376
H 0.5772 -4.1748 1.3716 0.0 0.0 0.0 0.410
H -2.0193 0.8097 5.6714 0.0 0.0 0.0 0.336
H 6.6672 5.1927 -0.5397 0.0 0.0 0.0 0.366
H -2.6630 -0.7690 5.1728 0.0 0.0 -0.1 0.319
H 3.3458 -3.8921 -2.3307 0.0 0.0 0.0 0.315
H -6.5803 -3.3291 -0.9700 0.0 0.0 0.0 0.297
H -3.0403 0.1746 3.2919 0.0 0.0 0.1 0.394
H -5.7785 -4.5311 0.0635 0.1 0.0 0.0 0.396
H 6.6210 2.6729 -0.2353 0.0 0.0 0.0 0.292
H 5.2240 -3.0055 -5.4341 0.0 0.0 0.0 0.365
H -2.2675 1.6184 -3.8520 0.0 0.0 0.0 0.258
H -3.1643 4.4114 -1.4798 0.0 0.0 0.0 0.300
H -1.4313 3.4789 0.1686 0.0 0.0 0.0 -0.003
H 0.8052 -1.0606 6.4037 0.0 0.0 0.0 0.379
H -2.5175 -1.5043 3.0417 0.0 0.0 0.1 0.523
H 1.0010 1.3809 1.6581 0.0 0.1 0.1 0.189
H -6.3640 -3.2229 1.8087 0.0 0.0 0.0 0.424
H 5.1445 6.0899 -0.6186 0.0 0.0 0.0 0.350
H 5.3059 0.6129 -0.4924 0.0 0.0 0.0 0.406
H 2.5454 1.2744 2.5320 0.0 0.0 0.0 0.294
H 3.5834 -3.6444 -5.4857 0.0 0.0 0.0 0.252
H 2.9919 4.9144 -0.4604 0.0 0.0 0.0 0.441
H 1.5788 4.5477 -2.3334 0.0 0.0 0.0 0.510
H -3.6216 2.7760 -3.9852 0.0 0.0 0.0 0.445
H -4.8005 1.2198 -2.5737 0.0 0.0 0.0 0.583
H -1.8956 -4.2503 -2.0936 0.0 0.0 0.0 0.264
H -5.7869 -1.5796 2.0685 0.0 0.0 0.0 0.309
H 4.2054 -1.8961 0.9281 0.0 0.1 0.0 0.315
H 4.7649 -4.3487 -4.3854 0.0 0.0 0.0 0.345
H -1.2983 -3.0514 -0.9207 0.0 0.0 0.0 0.082

***

Entry 4:
29
Properties=species:S:1:pos:R:3:forces:R:3:mulliken_charge:R:1 method="wB97M-V/def2-TZVPD" homo_ev=-1.365 e_tot_ev=-66316.186 e_above_lowest_ev=1.986 homo_lumo_gap_ev=5.61 total_charge=-2
Hg 0.9436 1.3548 1.7207 1.2 3.4 1.9 1.233
Cl 3.2437 1.8015 0.2853 -0.3 -0.4 -0.2 -0.771
Cl 2.5261 1.7892 4.1109 -0.3 -0.4 -0.4 -0.803
Cl -1.3235 0.8864 3.1641 -0.1 -0.3 -0.2 -0.714
Cl 0.3121 4.0467 1.4927 -0.2 -0.4 -0.3 -0.771
O -0.9262 -0.0186 -2.5370 1.4 -1.4 -1.6 -0.272
O 1.3799 -0.9024 1.8672 -1.1 -0.5 -0.5 -0.155
N -0.0774 0.5051 -0.0586 -1.5 -1.1 -1.7 -0.184
C -1.8058 0.9079 -1.9283 0.3 -2.0 -0.9 -0.532
C 2.1039 -1.7320 2.6988 1.6 -1.2 -0.1 -0.932
C -1.2246 1.2539 -0.5918 0.4 2.4 1.1 -0.801
C -1.0362 -0.1518 -3.9964 -0.9 0.8 2.6 -0.775
C -0.4858 -0.8269 0.3586 -0.8 -1.4 -0.3 -0.597
C 0.5465 -1.7135 1.0109 0.4 1.3 1.5 -0.642
H 2.7017 -2.2325 1.9371 0.4 -1.4 0.5 0.331
H -2.7424 0.3584 -1.8329 -0.7 0.6 -0.2 0.266
H 1.1142 -2.3330 0.3166 0.6 0.3 -0.2 0.450
H 0.0153 -2.4026 1.6675 -0.2 -0.2 0.0 0.377
H 0.4988 0.3979 -0.8811 0.9 0.1 0.1 0.198
H -1.9761 1.4181 0.1804 0.0 -0.5 0.1 0.368
H 1.4689 -2.3645 3.3191 -0.3 -0.4 -0.3 0.287
H -0.7845 -1.4607 -0.4764 -0.4 0.2 -0.6 0.183
H -1.8053 1.7838 -2.5770 -0.8 0.2 0.1 0.454
H -0.8787 2.2718 -0.7712 0.5 0.1 0.6 0.383
H -0.3690 -0.9143 -4.3983 0.3 0.4 0.4 0.212
H -0.8630 0.8763 -4.3142 0.1 -0.3 -1.0 0.300
H 2.8546 -1.3545 3.3931 -0.5 1.4 -0.3 0.268
H -2.0599 -0.4790 -4.1787 -0.2 0.2 -0.5 0.286
H -1.3510 -0.7658 1.0189 0.2 0.5 0.2 0.351